The following is a quantum chemistry calculation of 3 unconnected molecules or ions with the total composition C4H13NS at a distorted geometry, from the OMol25 dataset.

Element x y z (Å)
H 2.49 -2.25 -1.54
C -1.15 -0.75 1.26
H -0.83 2.88 -1.18
H -1.76 2.85 0.31
H -1.05 -1.23 0.26
H 2.00 -0.24 -1.71
N -0.59 1.19 -0.03
C 1.48 -2.24 -1.17
H -2.18 -0.53 1.42
H 0.12 3.20 0.30
H -0.80 -1.52 2.02
H 0.84 0.24 1.27
C -0.75 2.60 -0.09
C -0.24 0.50 1.17
S 0.25 -1.28 -2.17
H 0.09 0.93 -0.75
H 1.41 -2.12 -0.08
H -0.48 1.07 2.05
H 1.16 -3.30 -1.33

Output
energy above the lowest of the compared OMol25 structures with the same formula, charge and spin	99.6	kcal per mole
largest force on an atom	5.220	eV/Å
orbital gap	0.24473	Eh

Atomic partial charges in e from the Löwdin method, atoms 1 to 4:
1. H 0.00
2. C -0.11
3. H 0.09
4. H 0.08

The following is a quantum chemistry calculation of 3 unconnected molecules or ions with the total composition C4H13NS at a distorted geometry, from the OMol25 dataset.

Element x y z (Å)
H 3.08 -1.74 -1.58
S 1.57 0.16 -1.68
C -1.80 1.05 0.16
C 2.01 -1.59 -1.70
H 0.21 -0.78 -0.10
H -1.12 -1.55 0.34
H 0.75 1.59 0.61
H 1.76 -2.11 -2.64
H -2.72 0.55 -0.14
C 0.23 1.28 1.52
H -1.14 1.16 -0.70
N -0.38 -0.96 0.73
H -0.26 -0.34 -1.81
H -2.07 2.08 0.44
H -0.15 2.14 2.08
H 1.00 0.73 2.08
H -1.48 0.13 2.12
H 1.45 -2.10 -0.92
C -0.93 0.32 1.19

Output
energy above the lowest of the compared OMol25 structures with the same formula, charge and spin	51.8	kcal per mole
largest force on an atom	4.187	eV/Å
orbital gap	0.30677	Eh

Atomic partial charges in e from the Löwdin method, atoms 1 to 4:
1. H 0.03
2. S 0.59
3. C -0.10
4. C -0.55

The following is a quantum chemistry calculation of C4H13PSi in the gas phase at a distorted geometry, from the OMol25 dataset.

Element x y z (Å)
H 0.13 -1.42 -1.67
H 0.50 1.39 2.76
P -0.54 -1.84 0.59
C -0.05 -2.38 -1.14
H 0.92 -3.00 -1.20
H 1.80 0.98 -1.35
Si -0.08 0.40 0.27
C -1.32 0.98 -0.92
C 1.66 0.86 -0.29
H 2.60 0.40 0.11
C -0.34 1.15 2.03
H -2.17 0.73 -0.34
H -1.40 1.99 -1.21
H -1.35 0.50 -2.01
H -0.79 0.28 2.49
H -1.01 2.02 1.97
H 1.65 1.92 0.13
H 0.72 -1.95 1.23
H -0.93 -3.00 -1.44

Output
energy above the lowest of the compared OMol25 structures with the same formula, charge and spin	0.0	kcal per mole
largest force on an atom	3.348	eV/Å
orbital gap	0.35338	Eh
SMILES	CP[Si](C)(C)C

Atomic partial charges in e from the Löwdin method, atoms 1 to 4:
1. H -0.02
2. H 0.05
3. P 0.66
4. C -0.44

The following is a quantum chemistry calculation of a molecular structure, C4H14BCl2IInN4O10 at a distorted geometry, from the OMol25 dataset.

Element x y z (Å)
H -4.07 1.63 2.80
O 6.47 3.11 3.53
H 4.09 -1.58 0.58
O -6.27 0.93 0.86
O -3.35 -2.76 0.20
O 7.82 3.34 1.81
O -4.48 -2.01 1.93
B 2.70 -0.07 0.68
H -5.30 -4.48 0.40
N -5.69 1.82 1.49
C -5.15 1.47 2.83
H 0.92 0.50 -5.22
O 3.40 -0.04 -5.78
I -1.24 -0.98 2.13
O -5.51 2.98 1.10
O 2.95 -1.46 -4.16
H 6.00 0.96 2.14
Cl -0.23 1.68 -1.04
N 6.83 2.86 2.38
Cl 0.47 -2.26 -1.72
H 4.99 2.32 1.53
C 5.99 1.91 1.60
In 0.56 -0.47 0.02
C -5.57 -3.42 0.43
O 3.44 -1.24 1.26
N -4.37 -2.67 0.89
H -5.38 0.42 3.04
H 6.43 1.78 0.61
H 1.01 -0.87 -6.40
N 2.63 -0.70 -5.08
H -6.38 -3.25 1.13
O 3.32 1.28 0.49
H 0.62 -1.19 -4.67
H 2.62 1.98 0.59
H -5.63 2.12 3.56
C 1.18 -0.56 -5.36
H -5.83 -3.06 -0.57

Output
largest force on an atom	3.628	eV/Å
orbital gap	0.28532	Eh
net charge	-1

Atomic partial charges in e from the Löwdin method, atoms 1 to 4:
1. H 0.10
2. O 0.04
3. H 0.10
4. O 0.04

The following is a quantum chemistry calculation of a molecular structure, C4H14BrN4O4Pt at a distorted geometry, from the OMol25 dataset.

Element x y z (Å)
H 2.21 0.28 0.33
N -2.04 -1.68 1.55
C 2.54 -0.17 -0.62
H -1.20 -0.09 -0.53
O -2.20 -0.03 3.09
C -2.75 1.07 -0.25
H 0.18 -0.01 3.10
H 2.14 -2.06 -0.36
H 0.39 -1.11 1.68
H -0.99 1.46 -1.29
O 3.41 1.98 -1.00
N -3.30 2.28 -0.61
N -1.48 0.86 -0.66
H 4.59 0.36 -0.37
H -3.01 -1.52 1.30
Pt -1.51 -2.67 -3.55
H -2.66 2.97 -0.97
H 4.16 0.18 -1.98
N -0.14 -0.70 2.43
H -1.46 -2.30 1.00
O 2.93 -1.52 -0.43
C 3.77 0.63 -1.05
Br -0.33 -2.67 -1.25
O -3.33 0.26 0.49
C -1.48 -0.81 2.38
H -4.23 2.60 -0.45
H 4.16 2.53 -0.73
H 1.64 -0.10 -1.24

Output
energy above the lowest of the compared OMol25 structures with the same formula, charge and spin	0.6	kcal per mole
largest force on an atom	2.557	eV/Å
expectation value of S²	2.019
2S+1	3
orbital gap (spin up / spin down)	0.26937 / 0.17560	Eh
net charge	+1

Atomic partial charges in e from the Löwdin method, atoms 1 to 4:
1. H 0.10
2. N 0.22
3. C -0.28
4. H 0.01

The following is a quantum chemistry calculation of a molecular structure, C4H14GaLuNO2P at a distorted geometry, from the OMol25 dataset.

Element x y z (Å)
H -1.90 -0.79 1.73
H -2.29 -1.01 -1.13
P -0.83 1.81 0.18
H -0.46 -3.24 -1.07
H 0.49 -0.53 -1.18
H -1.28 -1.22 -2.41
Lu 0.59 2.97 2.30
O 1.65 -2.22 -1.18
H -0.10 0.65 3.17
C -0.69 -2.25 -0.71
H 1.86 -0.48 0.86
O -1.27 3.26 1.15
H 2.25 -1.64 -1.66
C 0.61 -1.45 -0.60
H -1.15 -2.36 0.25
H 1.03 1.75 -1.45
H -1.77 3.84 0.55
H 1.71 2.09 0.15
N -1.69 -1.67 -1.60
H 1.11 -1.99 1.43
C 0.86 2.28 -0.53
C 0.97 -1.10 0.83
H 0.82 3.34 -0.75
Ga -0.53 -0.02 1.68

Output
largest force on an atom	3.784	eV/Å
orbital gap	0.11819	Eh
net charge	+2

Atomic partial charges in e from the Löwdin method, atoms 1 to 4:
1. H -0.03
2. H 0.05
3. P 0.81
4. H 0.13

- Which of these has the highest largest force on an atom?
  number 1

- Look up the largest force on an atom of the sixth one.
  3.784 eV/Å

- Which value of largest force on an atom does entry 6 give?
  3.784 eV/Å

- Among the records above, which one has the lowest largest force on an atom?
  C4H14BrN4O4Pt